Entry 1:
{"formula": "C30H22CoFN4O7", "method": "ωB97M-V/def2-TZVPD", "elements": ["Co", "O", "C", "O", "C", "C", "C", "C", "C", "C", "C", "C", "C", "N", "H", "H", "H", "H", "H", "H", "C", "C", "C", "C", "C", "C", "C", "F", "C", "C", "C", "O", "C", "C", "N", "C", "C", "O", "O", "H", "H", "H", "H", "H", "H", "H", "H", "H", "H", "H", "O", "N", "N", "O", "C", "C", "C", "C", "C", "C", "H", "H", "H", "H", "H"], "coordinates": [[-0.835, -0.048, 0.017], [-2.820, -0.027, 3.345], [-2.224, -0.260, 2.315], [-1.844, 0.612, 1.438], [-1.872, -1.693, 1.941], [-2.308, -2.749, 2.758], [-2.092, -4.023, 2.332], [-1.502, -4.242, 1.066], [-1.335, -5.546, 0.544], [-0.824, -5.731, -0.707], [-0.474, -4.611, -1.490], [-0.606, -3.339, -1.010], [-1.105, -3.127, 0.294], [-1.243, -1.862, 0.799], [-2.802, -2.495, 3.684], [-2.395, -4.876, 2.927], [-1.635, -6.388, 1.156], [-0.704, -6.729, -1.108], [-0.104, -4.759, -2.496], [-0.360, -2.489, -1.627], [-6.564, 4.050, -0.453], [-5.342, 4.820, -0.928], [-5.179, 6.114, -0.146], [-3.993, 6.901, -0.671], [-2.753, 6.054, -0.618], [-1.511, 6.626, -0.483], [-0.371, 5.830, -0.422], [0.819, 6.442, -0.285], [-0.434, 4.471, -0.483], [-1.691, 3.865, -0.624], [-1.768, 2.412, -0.673], [-0.696, 1.757, -0.550], [-3.053, 1.856, -0.862], [-4.136, 2.686, -0.915], [-4.092, 4.020, -0.810], [-2.853, 4.648, -0.689], [-3.310, 0.385, -1.088], [-4.447, 0.007, -1.302], [-2.257, -0.368, -1.149], [-7.409, 4.738, -0.425], [-6.409, 3.656, 0.553], [-6.840, 3.230, -1.112], [-5.461, 5.070, -1.988], [-5.044, 5.877, 0.914], [-6.099, 6.691, -0.240], [-3.839, 7.816, -0.099], [-4.189, 7.202, -1.706], [-1.407, 7.702, -0.415], [0.449, 3.853, -0.417], [-5.099, 2.220, -1.054], [0.462, -0.636, -1.264], [1.643, -0.750, -0.776], [1.742, -0.356, 0.416], [0.728, 0.213, 1.049], [2.999, -0.433, 1.101], [4.070, -1.105, 0.525], [5.267, -1.158, 1.216], [5.390, -0.557, 2.463], [4.306, 0.101, 3.022], [3.097, 0.169, 2.344], [3.960, -1.572, -0.442], [6.109, -1.677, 0.779], [6.329, -0.607, 2.997], [4.395, 0.568, 3.994], [2.238, 0.673, 2.759]], "total_charge": 0, "homo_ev": -8.646, "relative_energy_kcal_mol": 1.2, "e_lumo_ev": -0.2163}



Entry 2:
{"formula": "C30H22FeN5O3S5", "method": "ωB97M-V/def2-TZVPD", "elements": ["Fe", "C", "C", "N", "N", "C", "O", "C", "C", "C", "C", "C", "C", "C", "C", "C", "C", "C", "N", "H", "H", "H", "H", "H", "H", "H", "H", "H", "H", "H", "H", "S", "C", "C", "N", "C", "S", "C", "N", "C", "O", "C", "S", "S", "H", "H", "H", "C", "C", "O", "S", "C", "C", "C", "C", "C", "C", "C", "C", "H", "H", "H", "H", "H", "H", "H"], "coordinates": [[0.583, 0.997, -0.148], [3.352, 3.672, 1.759], [2.135, 3.002, 1.198], [2.185, 1.821, 0.651], [3.292, 1.083, 0.793], [2.997, -0.211, 0.685], [1.831, -0.661, 0.503], [4.129, -1.151, 0.856], [3.884, -2.519, 0.925], [4.931, -3.410, 1.098], [6.234, -2.945, 1.200], [6.487, -1.580, 1.131], [5.442, -0.689, 0.959], [0.821, 3.567, 1.312], [0.582, 4.882, 1.735], [-0.712, 5.336, 1.843], [-1.762, 4.476, 1.535], [-1.453, 3.188, 1.139], [-0.213, 2.734, 1.036], [4.156, 2.944, 1.824], [3.674, 4.491, 1.108], [3.151, 4.077, 2.753], [2.863, -2.865, 0.838], [4.738, -4.475, 1.149], [7.052, -3.642, 1.339], [7.504, -1.215, 1.205], [5.612, 0.377, 0.899], [1.422, 5.529, 1.948], [-0.913, 6.353, 2.158], [-2.790, 4.804, 1.597], [-2.229, 2.472, 0.887], [1.853, 0.194, -2.373], [2.490, 1.648, -2.989], [3.623, 1.514, -3.843], [4.537, 1.378, -4.533], [1.986, 2.915, -2.714], [0.572, 3.196, -1.787], [2.682, 4.069, -3.164], [3.259, 5.021, -3.474], [-1.318, -0.836, -4.635], [-1.316, 0.297, -3.782], [-2.278, 1.213, -3.881], [-3.524, 1.119, -4.999], [-2.172, 2.484, -2.775], [-0.588, -1.522, -4.210], [-1.025, -0.555, -5.649], [-2.306, -1.293, -4.673], [-6.188, -5.194, 0.239], [-6.348, -5.524, 1.699], [-6.770, -6.578, 2.100], [-6.024, -4.219, 2.895], [-4.819, -3.177, 2.093], [-5.180, -1.929, 1.597], [-4.230, -1.125, 0.992], [-2.896, -1.547, 0.878], [-2.555, -2.817, 1.376], [-3.502, -3.618, 1.985], [-1.901, -0.709, 0.315], [-1.037, 0.017, -0.159], [-5.861, -6.079, -0.306], [-5.497, -4.376, 0.071], [-7.170, -4.899, -0.137], [-6.210, -1.605, 1.683], [-4.506, -0.161, 0.588], [-1.531, -3.153, 1.281], [-3.236, -4.593, 2.375]], "total_charge": -2, "homo_ev": [-1.780, -1.582], "relative_energy_kcal_mol": 51.0, "multiplicity": 2, "e_lumo_ev": [3.7309, 3.4452]}



Entry 3:
{"formula": "C30H22INRhS", "method": "ωB97M-V/def2-TZVPD", "elements": ["Rh", "I", "C", "C", "C", "C", "C", "C", "C", "C", "C", "C", "H", "H", "H", "H", "H", "H", "C", "C", "C", "C", "C", "C", "C", "C", "H", "H", "H", "H", "H", "N", "S", "C", "C", "C", "C", "C", "C", "C", "C", "C", "C", "C", "C", "H", "H", "H", "H", "H", "H", "H", "H", "H", "H", "H"], "coordinates": [[1.198, -0.347, 0.135], [3.592, -1.597, -0.688], [4.138, -1.593, 1.339], [5.434, -1.884, 1.653], [5.812, -1.971, 3.010], [4.885, -1.790, 3.993], [3.538, -1.491, 3.679], [2.564, -1.329, 4.697], [1.264, -1.064, 4.381], [0.878, -0.914, 3.029], [1.794, -1.031, 2.015], [3.143, -1.360, 2.325], [6.168, -2.061, 0.879], [6.840, -2.199, 3.254], [5.170, -1.880, 5.034], [2.872, -1.429, 5.729], [0.524, -0.959, 5.164], [-0.162, -0.682, 2.820], [1.368, 1.544, -0.332], [1.447, 2.771, -0.521], [1.538, 4.150, -0.724], [1.821, 5.008, 0.357], [1.910, 6.367, 0.149], [1.727, 6.885, -1.131], [1.454, 6.049, -2.211], [1.356, 4.689, -2.016], [1.965, 4.580, 1.340], [2.126, 7.032, 0.973], [1.801, 7.953, -1.290], [1.321, 6.469, -3.198], [1.148, 4.017, -2.836], [-0.802, -0.981, -0.249], [-1.464, -1.303, -1.662], [-2.271, -2.893, -1.535], [-2.043, -3.697, -0.433], [-2.641, -4.950, -0.382], [-3.444, -5.382, -1.424], [-3.653, -4.567, -2.533], [-3.064, -3.317, -2.596], [-2.863, -0.233, -1.905], [-4.048, -0.388, -1.196], [-5.068, 0.527, -1.386], [-4.900, 1.580, -2.279], [-3.716, 1.726, -2.985], [-2.686, 0.815, -2.798], [-1.461, -0.917, 0.521], [-1.395, -3.356, 0.363], [-2.474, -5.589, 0.474], [-3.906, -6.358, -1.381], [-4.276, -4.910, -3.348], [-3.230, -2.678, -3.454], [-4.176, -1.224, -0.520], [-5.999, 0.419, -0.848], [-5.705, 2.287, -2.429], [-3.596, 2.541, -3.685], [-1.753, 0.914, -3.339]], "total_charge": 1, "homo_ev": [-10.183, -10.467], "multiplicity": 5, "e_lumo_ev": [-2.1677, -5.5771]}



Entry 4:
{"formula": "C30H24GeMgN7O7", "method": "ωB97M-V/def2-TZVPD", "elements": ["Mg", "O", "C", "C", "O", "C", "C", "O", "C", "O", "O", "N", "N", "C", "N", "N", "N", "O", "O", "H", "H", "H", "H", "H", "C", "C", "C", "C", "C", "C", "Ge", "C", "C", "C", "C", "C", "C", "C", "C", "C", "C", "C", "C", "H", "H", "H", "H", "H", "H", "H", "H", "H", "H", "H", "H", "H", "H", "H", "N", "C", "C", "C", "C", "N", "C", "C", "H", "H", "H", "H"], "coordinates": [[0.369, -0.403, -1.482], [-2.881, 3.840, 1.031], [-2.188, 3.006, 0.524], [-1.554, 3.077, -0.887], [-1.722, 3.954, -1.683], [-0.754, 1.825, -1.035], [-0.915, 1.087, 0.145], [-0.398, -0.112, 0.349], [-1.759, 1.690, 1.079], [-2.054, 1.090, 2.132], [-0.071, 1.396, -2.005], [2.255, 0.033, 1.714], [3.342, 0.548, 0.959], [3.437, 0.332, -0.379], [4.641, 0.598, -0.947], [2.400, -0.150, -1.042], [2.402, -0.145, -2.404], [1.506, -0.952, -2.909], [3.177, 0.569, -3.129], [1.446, 0.062, 1.106], [2.078, 0.686, 2.468], [4.205, 0.526, 1.471], [5.292, 1.161, -0.427], [4.581, 0.733, -1.956], [-6.153, -1.460, 1.960], [-5.449, -1.695, 0.787], [-4.064, -1.615, 0.784], [-3.379, -1.282, 1.949], [-4.091, -1.028, 3.116], [-5.473, -1.134, 3.125], [-1.419, -1.085, 1.966], [-0.444, -0.874, 3.669], [-0.411, 0.309, 4.402], [0.249, 0.360, 5.622], [0.877, -0.773, 6.120], [0.845, -1.957, 5.398], [0.190, -2.008, 4.177], [-0.705, -2.763, 1.147], [-1.569, -3.837, 0.938], [-1.089, -5.064, 0.499], [0.269, -5.240, 0.274], [1.142, -4.182, 0.490], [0.659, -2.954, 0.918], [-7.233, -1.531, 1.964], [-5.977, -1.941, -0.125], [-3.510, -1.808, -0.130], [-3.562, -0.734, 4.016], [-6.021, -0.952, 4.041], [-0.911, 1.190, 4.022], [0.263, 1.283, 6.187], [1.384, -0.735, 7.076], [1.328, -2.844, 5.787], [0.169, -2.936, 3.619], [-2.628, -3.727, 1.137], [-1.773, -5.890, 0.346], [0.648, -6.202, -0.049], [2.207, -4.317, 0.341], [1.363, -2.154, 1.116], [-3.693, -5.510, -4.828], [-3.111, -4.689, -4.274], [-2.394, -3.680, -3.563], [-1.172, -3.974, -2.959], [-0.527, -2.980, -2.257], [-1.008, -1.735, -2.137], [-2.165, -1.452, -2.744], [-2.897, -2.385, -3.446], [-0.743, -4.962, -3.038], [0.416, -3.175, -1.762], [-2.516, -0.431, -2.659], [-3.837, -2.122, -3.910]], "total_charge": 0, "homo_ev": [-6.009, -8.939], "multiplicity": 2, "e_lumo_ev": [-1.0505, -1.0544]}



Entry 5:
{"formula": "C30H25AsGeN2OsS2", "method": "ωB97M-V/def2-TZVPD", "elements": ["Os", "S", "C", "C", "C", "C", "N", "C", "C", "C", "S", "C", "N", "H", "H", "C", "Ge", "C", "C", "C", "H", "H", "H", "H", "H", "H", "H", "H", "H", "H", "C", "C", "C", "C", "C", "C", "As", "C", "C", "C", "C", "C", "C", "C", "C", "C", "C", "C", "C", "H", "H", "H", "H", "H", "H", "H", "H", "H", "H", "H", "H", "H"], "coordinates": [[1.631, -0.402, 0.297], [3.939, -0.497, 0.382], [3.937, 0.987, 1.340], [4.853, 1.993, 1.052], [4.834, 3.195, 1.749], [5.738, 4.240, 1.386], [6.472, 5.069, 1.075], [3.911, 3.375, 2.793], [3.010, 2.362, 3.099], [2.987, 1.180, 2.367], [1.753, -0.031, 2.689], [3.881, 4.599, 3.529], [3.855, 5.578, 4.131], [5.566, 1.848, 0.252], [2.290, 2.504, 3.894], [-1.340, 2.246, -1.987], [0.186, 2.531, -0.750], [-0.481, 2.497, 1.113], [1.004, 4.307, -1.038], [1.490, 1.103, -0.964], [-2.273, 2.519, -1.496], [-1.395, 1.196, -2.274], [-1.229, 2.848, -2.889], [-1.541, 2.748, 1.174], [0.070, 3.221, 1.716], [-0.327, 1.509, 1.543], [0.223, 5.065, -1.098], [1.593, 4.337, -1.955], [1.656, 4.547, -0.198], [2.175, 1.125, -1.816], [-1.344, -4.686, 3.059], [-1.115, -5.089, 1.752], [-0.855, -4.147, 0.766], [-0.818, -2.799, 1.095], [-1.032, -2.397, 2.412], [-1.303, -3.339, 3.391], [-0.474, -1.386, -0.201], [-2.310, -0.842, -0.523], [-3.133, -0.126, 0.327], [-4.442, 0.136, -0.056], [-4.907, -0.315, -1.283], [-4.078, -1.030, -2.135], [-2.770, -1.308, -1.761], [-1.782, -2.068, -2.551], [-1.959, -2.574, -3.834], [-0.921, -3.246, -4.462], [0.303, -3.420, -3.828], [0.493, -2.917, -2.548], [-0.549, -2.259, -1.916], [-1.551, -5.426, 3.822], [-1.139, -6.141, 1.497], [-0.682, -4.460, -0.257], [-0.971, -1.345, 2.672], [-1.476, -3.027, 4.412], [-2.758, 0.227, 1.280], [-5.098, 0.694, 0.599], [-5.929, -0.110, -1.574], [-4.456, -1.370, -3.091], [-2.899, -2.431, -4.351], [-1.065, -3.630, -5.463], [1.110, -3.936, -4.332], [1.443, -3.029, -2.038]], "total_charge": 0, "homo_ev": -7.802, "relative_energy_kcal_mol": 43.0, "e_lumo_ev": -1.5360}



Entry 6:
{"formula": "C30H25BN12O5STi", "method": "ωB97M-V/def2-TZVPD", "elements": ["Ti", "C", "C", "N", "N", "C", "B", "N", "C", "C", "C", "N", "N", "C", "C", "C", "N", "N", "C", "C", "C", "N", "H", "H", "H", "H", "H", "H", "H", "H", "H", "H", "H", "H", "O", "N", "O", "C", "C", "C", "C", "C", "C", "N", "C", "C", "N", "C", "C", "C", "C", "H", "H", "H", "H", "H", "H", "H", "N", "C", "C", "C", "C", "C", "C", "S", "O", "O", "O", "H", "H", "H", "H", "H", "H"], "coordinates": [[0.561, -0.178, 0.097], [0.775, -2.254, -3.661], [0.029, -1.635, -2.671], [0.782, -1.435, -1.582], [2.015, -1.930, -1.854], [2.032, -2.414, -3.102], [3.178, -1.822, -0.813], [3.542, -0.316, -0.688], [4.672, 0.374, -0.887], [4.419, 1.716, -0.653], [3.079, 1.763, -0.309], [2.543, 0.536, -0.330], [2.641, -2.300, 0.580], [3.150, -3.251, 1.375], [2.382, -3.329, 2.524], [1.402, -2.364, 2.350], [1.565, -1.736, 1.179], [4.307, -2.717, -1.231], [4.213, -4.044, -1.538], [5.481, -4.523, -1.717], [6.310, -3.405, -1.488], [5.608, -2.331, -1.191], [0.454, -2.549, -4.645], [-1.003, -1.320, -2.682], [2.930, -2.841, -3.516], [5.572, -0.145, -1.168], [5.116, 2.532, -0.720], [2.472, 2.619, -0.051], [4.026, -3.805, 1.083], [2.523, -3.988, 3.362], [0.597, -2.085, 3.014], [3.259, -4.543, -1.595], [5.772, -5.526, -1.975], [7.386, -3.346, -1.530], [-4.572, 4.286, -1.916], [-5.018, 3.183, -1.673], [-6.165, 2.838, -1.803], [-4.074, 2.168, -1.165], [-4.584, 1.240, -0.335], [-3.731, 0.246, 0.235], [-4.222, -0.771, 1.076], [-3.359, -1.743, 1.518], [-2.011, -1.666, 1.167], [-1.508, -0.678, 0.437], [-2.367, 0.267, -0.040], [-1.831, 1.293, -0.889], [-0.486, 1.275, -1.096], [0.046, 2.136, -1.953], [-0.722, 3.083, -2.623], [-2.074, 3.145, -2.388], [-2.676, 2.236, -1.491], [-5.626, 1.275, -0.061], [-5.265, -0.756, 1.362], [-3.700, -2.558, 2.140], [-1.310, -2.424, 1.496], [1.115, 2.068, -2.109], [-0.248, 3.762, -3.317], [-2.682, 3.884, -2.885], [0.691, 1.021, 2.027], [-0.590, 1.617, 2.370], [-1.455, 0.885, 3.170], [-2.770, 1.294, 3.293], [-3.214, 2.433, 2.634], [-2.309, 3.226, 1.942], [-0.989, 2.812, 1.795], [-4.983, 2.769, 2.578], [-5.144, 3.465, 1.310], [-5.279, 3.542, 3.753], [-5.535, 1.413, 2.550], [0.982, 0.387, 2.769], [1.430, 1.719, 1.967], [-1.113, -0.022, 3.661], [-3.485, 0.714, 3.863], [-2.662, 4.132, 1.465], [-0.294, 3.397, 1.202]], "total_charge": 1, "homo_ev": [-10.603, -10.603], "relative_energy_kcal_mol": 0.0, "multiplicity": 2, "e_lumo_ev": [-4.6808, -4.4916]}



For the records above, the corresponding max |F| values read 0.010; 0.034; 0.007; 0.049; 0.071; 0.012 Eh/bohr.